3 unconnected molecules or ions with the total composition C37H35N4O6, computed with the ωB97M-V functional and the def2-TZVPD basis.

Each line ends with the Mulliken charge.
Atoms and positions in Å:
C: 1.45 -0.18 4.77  -1.2595
C: 0.51 -1.31 4.32  -0.2532
C: -0.65 -0.80 3.47  -0.5003
O: -1.87 -0.83 4.26  -0.2625
N: -2.47 0.39 4.40  0.2692
N: -1.88 1.58 4.62  -0.1379
C: -2.90 2.48 4.73  0.4948
N: -2.72 3.78 4.95  -0.3852
N: -4.05 1.85 4.60  -0.4873
C: -3.80 0.55 4.40  0.0318
C: -4.79 -0.52 4.23  -0.1722
C: -5.83 -0.24 3.13  -0.9210
C: -6.73 0.97 3.35  -0.5512
C: -7.34 1.07 4.75  -0.5356
O: -7.65 -0.22 5.28  -0.5516
H: 1.97 0.23 3.91  0.3207
H: 2.15 -0.55 5.51  0.3740
H: 0.84 0.59 5.24  0.2902
H: 0.09 -1.79 5.20  0.3866
H: 1.07 -2.08 3.80  0.2918
H: -0.75 -1.48 2.63  0.1021
H: -0.45 0.18 3.04  0.6232
H: -0.88 1.68 4.69  0.1903
H: -1.84 4.22 4.77  0.2135
H: -3.46 4.35 5.33  0.2494
H: -5.27 -0.68 5.19  0.3054
H: -4.30 -1.45 3.99  0.4129
H: -6.42 -1.14 3.04  0.3682
H: -5.27 -0.10 2.21  0.3567
H: -7.56 0.89 2.65  0.4001
H: -6.24 1.91 3.10  0.3512
H: -8.28 1.62 4.65  0.3756
H: -6.71 1.67 5.40  0.3030
H: -7.49 -0.17 6.22  0.3114
C: 0.88 -3.84 -3.15  -0.4988
C: 0.13 -3.45 -2.05  -0.7132
C: 0.76 -2.93 -0.93  -0.2227
C: 2.14 -2.79 -0.91  -0.0021
C: 2.90 -3.20 -2.02  0.6137
C: 2.26 -3.71 -3.14  -0.8468
C: 4.38 -3.10 -2.00  0.5766
O: 5.04 -3.45 -2.96  -0.6606
C: 5.05 -2.58 -0.77  0.5391
C: 6.43 -2.53 -0.72  -0.8168
C: 7.06 -2.03 0.41  -0.4790
C: 6.31 -1.56 1.48  -0.6060
C: 4.93 -1.61 1.43  -0.6142
C: 4.29 -2.13 0.31  0.1118
C: 2.81 -2.21 0.29  0.5683
O: 2.15 -1.80 1.23  -0.7063
H: 0.39 -4.24 -4.03  0.4200
H: -0.94 -3.56 -2.06  0.4188
H: 0.18 -2.62 -0.07  0.4885
H: 2.85 -4.01 -4.00  0.5159
H: 7.02 -2.88 -1.56  0.5088
H: 8.14 -1.99 0.45  0.4144
H: 6.81 -1.17 2.36  0.4197
H: 4.34 -1.26 2.27  0.5314
C: 3.44 0.52 -2.85  0.1288
C: 4.20 1.53 -3.42  -0.8644
C: 3.65 2.38 -4.36  -0.5676
C: 2.33 2.20 -4.76  0.2468
C: 1.57 1.17 -4.21  -0.1549
C: 2.12 0.34 -3.25  -0.4119
C: 0.16 0.94 -4.64  0.4847
O: -0.50 0.05 -4.16  -0.6818
C: -0.40 1.83 -5.70  0.2221
C: -1.69 1.60 -6.16  -0.5177
C: -2.24 2.42 -7.13  -0.5053
C: -1.50 3.49 -7.64  -0.4726
C: -0.21 3.72 -7.18  -0.5743
C: 0.34 2.89 -6.22  0.1204
C: 1.74 3.13 -5.76  0.6102
O: 2.39 4.06 -6.20  -0.6531
H: 3.87 -0.14 -2.11  0.4110
H: 5.24 1.66 -3.12  0.4227
H: 4.24 3.17 -4.80  0.4887
H: 1.53 -0.45 -2.81  0.5535
H: -2.26 0.77 -5.76  0.4603
H: -3.24 2.23 -7.50  0.4056
H: -1.93 4.13 -8.39  0.4056
H: 0.37 4.54 -7.58  0.4781

Total charge: +1
LUMO: -2.8 eV
Orbital gap: 8.4 eV
E_HOMO: -11.18 eV
Strongest force on any atom: 0.0407 Eh/bohr
Total energy: -2101.153845 hartree

A molecular structure, C37H36ClFIN4O3Sc, computed with the ωB97M-V functional and the def2-TZVPD basis.

Each line ends with the Löwdin spin population.
Atoms and positions in Å:
Sc: -1.47 -0.44 -0.20  0.0213
C: -0.72 0.46 -3.40  0.0007
C: 0.29 1.61 -3.45  0.0002
C: -0.36 2.84 -4.11  0.0001
C: 1.07 1.96 -2.16  0.0001
C: 2.41 2.29 -2.39  0.0007
C: 3.26 2.70 -1.38  0.0005
C: 2.76 2.75 -0.09  0.0008
C: 1.44 2.42 0.21  0.0008
C: 1.08 2.49 1.70  0.0001
C: -0.24 3.20 2.05  0.0000
C: 1.14 1.11 2.36  0.0009
C: 0.58 2.02 -0.84  0.0002
N: -0.79 1.69 -0.58  0.0009
C: -1.70 2.70 -0.73  0.0002
C: -1.43 4.07 -0.97  0.0001
C: -2.44 5.01 -1.10  0.0000
C: -3.78 4.66 -0.99  0.0001
C: -4.09 3.33 -0.72  0.0000
C: -3.06 2.43 -0.59  0.0001
F: -3.38 1.14 -0.30  0.0001
H: -1.11 0.29 -4.41  0.0000
H: -1.56 0.69 -2.75  0.0000
H: -0.26 -0.46 -3.04  0.0006
H: 1.07 1.29 -4.14  0.0001
H: -1.24 3.15 -3.56  0.0000
H: -0.67 2.58 -5.13  0.0000
H: 0.33 3.68 -4.16  0.0000
H: 2.79 2.23 -3.41  0.0001
H: 4.29 2.95 -1.59  0.0000
H: 3.42 3.06 0.72  0.0000
H: 1.88 3.07 2.15  0.0000
H: -1.09 2.53 1.90  0.0000
H: -0.40 4.09 1.43  0.0000
H: -0.22 3.50 3.10  0.0000
H: 0.43 0.43 1.91  0.0004
H: 0.91 1.19 3.43  0.0001
H: 2.13 0.66 2.25  0.0003
H: -0.40 4.37 -1.07  0.0000
H: -2.18 6.04 -1.30  0.0000
H: -4.57 5.39 -1.10  0.0000
H: -5.11 2.98 -0.62  0.0000
I: -4.12 -2.37 0.21  0.0013
C: -3.01 -1.46 -1.49  0.0013
H: -3.80 -0.91 -1.99  0.0002
H: -2.78 -2.34 -2.08  0.0003
N: -1.31 -7.84 0.81  0.0104
C: -0.86 -6.94 0.26  0.0045
C: -0.28 -5.81 -0.44  0.0213
C: 1.10 -5.72 -0.65  0.0088
C: 1.59 -4.64 -1.35  0.0147
C: 0.70 -3.68 -1.83  0.0178
N: -0.63 -3.76 -1.62  0.0176
C: -1.10 -4.79 -0.93  -0.0012
H: 1.76 -6.50 -0.28  0.0012
H: 2.65 -4.53 -1.53  0.0011
H: 1.05 -2.83 -2.39  0.0039
H: -2.17 -4.82 -0.74  -0.0004
O: -2.06 -0.17 1.71  0.0012
N: -1.93 -0.48 2.94  0.0014
C: -2.35 0.37 3.87  -0.0002
C: -2.20 0.05 5.21  0.0011
C: -1.63 -1.15 5.57  0.0001
C: -1.21 -2.00 4.57  0.0009
C: -1.36 -1.65 3.24  0.0008
H: -2.80 1.28 3.50  0.0000
H: -2.55 0.76 5.95  0.0001
H: -1.50 -1.41 6.61  0.0000
H: -0.76 -2.96 4.80  0.0000
H: -1.02 -2.23 2.39  0.0009
Cl: 6.68 -2.19 0.71  0.0372
C: 4.95 -2.05 0.44  0.1643
C: 4.47 -1.21 -0.59  0.0090
C: 3.12 -1.07 -0.78  0.1002
C: 2.19 -1.75 0.05  0.0878
C: 2.70 -2.61 1.08  0.1108
C: 4.06 -2.75 1.26  0.0038
C: 0.80 -1.55 -0.09  0.1853
O: -0.07 -1.96 0.81  0.0780
O: 0.31 -0.87 -1.12  0.0705
H: 5.18 -0.67 -1.22  -0.0015
H: 2.74 -0.41 -1.56  0.0078
H: 2.00 -3.14 1.71  0.0106
H: 4.45 -3.40 2.03  -0.0023

Expectation value of S²: 0.7724
Total charge: -1
LUMO (alpha / beta): 1.9 / 1.9 eV
Orbital gap (alpha / beta): 3.8 / 6.7 eV
E_HOMO (alpha / beta): -1.97 / -4.83 eV
Strongest force on any atom: 0.0304 Eh/bohr
Total energy: -3494.880903 hartree
Multiplicity: 2

Q: Number 1 is which compound?
A: C37H35N4O6

Q: Which of these has the highest total charge?
A: C37H35N4O6